DFT (ωB97M-V/def2-TZVPD) results for a molecular structure, C13H22Cl3GeIrNO7PS2Se.

Geometry as XYZ:
```
52
Properties=species:S:1:pos:R:3:forces:R:3
Ir 0.62690 -3.09044 0.04343 0.0 -0.5 -0.1
Cl 4.53525 -1.75266 0.25873 0.0 0.0 0.0
Ge 2.80255 -2.29332 -0.94257 -0.2 0.5 -0.1
Cl 2.09245 -0.14215 -1.35044 0.0 0.1 -0.1
Cl 3.47819 -2.72783 -2.96111 0.1 0.0 0.1
Se 0.09278 2.38399 -0.74792 -0.2 -0.2 0.0
C 1.42264 3.71133 -0.85307 0.4 0.4 0.0
C 1.12575 5.04369 -0.53636 0.0 -0.4 -0.1
C 2.12569 5.99074 -0.63954 0.3 -0.1 -0.1
N 3.37882 5.71903 -1.01424 -0.1 -0.1 0.0
C 3.65313 4.44333 -1.30431 -0.1 0.3 0.1
C 2.73154 3.41361 -1.24805 -0.4 0.0 0.1
H 0.13276 5.33194 -0.21489 0.0 0.0 0.0
H 1.91219 7.02752 -0.40165 0.0 0.0 0.0
H 4.67326 4.23048 -1.60439 0.0 0.0 0.0
H 3.02210 2.40212 -1.49655 0.0 0.0 0.0
O 3.51160 -4.56603 -0.44173 0.0 -0.3 0.1
S 2.37013 -5.39211 -0.05583 0.2 0.1 -0.1
O 1.22252 -5.18352 -0.97078 0.0 0.0 0.0
O 2.66585 -6.75030 0.27565 -0.1 0.0 0.0
S 1.57538 -4.39918 1.66307 -0.1 0.0 0.1
C -3.38587 1.14753 -1.83594 0.0 0.0 0.0
C -2.82997 -0.25533 -1.65397 0.0 0.0 0.0
C -1.88945 -0.62652 -2.79032 0.0 0.0 0.0
C -3.96444 -1.26055 -1.50842 0.0 0.0 0.0
O -2.03250 -0.18095 -0.43092 0.0 0.0 0.0
P -1.79404 -1.39667 0.56512 0.0 0.1 0.0
O -2.88828 -1.61940 1.51763 0.0 0.0 0.0
O -1.32556 -2.61252 -0.28817 0.1 0.1 0.0
O -0.38411 -0.98120 1.21760 0.0 0.0 0.0
C -0.14163 -0.44870 2.56035 0.0 0.1 0.0
C 1.33095 -0.07883 2.53836 0.0 0.0 0.0
C -1.02071 0.77453 2.77080 0.0 0.0 0.0
C -0.43404 -1.53380 3.58377 0.0 0.0 0.0
H -3.97751 1.19510 -2.75171 0.0 0.0 0.0
H -2.57567 1.87266 -1.90849 0.0 0.0 0.0
H -4.02209 1.41319 -0.99087 0.0 0.0 0.0
H -2.43058 -0.61294 -3.73873 0.0 0.0 0.0
H -1.47900 -1.62337 -2.63638 0.0 0.0 0.0
H -1.06385 0.08453 -2.84452 0.0 0.0 0.0
H -4.58303 -1.22885 -2.40708 0.0 0.0 0.0
H -4.58159 -1.02273 -0.64235 0.0 0.0 0.0
H -3.58263 -2.27532 -1.39392 0.0 0.0 0.0
H 1.52590 0.65960 1.75997 0.0 0.0 0.0
H 1.94533 -0.95873 2.33535 0.0 0.0 0.0
H 1.62504 0.33161 3.50588 0.0 0.0 0.0
H -0.83330 1.51151 1.99014 0.0 0.0 0.0
H -0.78759 1.22528 3.73728 0.0 0.0 0.0
H -2.07478 0.49600 2.75951 0.0 0.0 0.0
H 0.20294 -2.40275 3.40766 0.0 0.0 0.0
H -1.47796 -1.83893 3.53008 0.0 0.0 0.0
H -0.22146 -1.15373 4.58482 0.0 0.0 0.0
```
Forces are in eV/Å.

Output
- E_HOMO (alpha / beta) (eV) = -5.16 / -6.33
- multiplicity = 6
- energy above the lowest of the compared OMol25 structures with the same formula, charge and spin (kJ/mol) = 0.0
- E (a.u.) = -8191.2617
- maximum force (eV Å⁻¹) = 0.58
- total charge = -1
- ⟨S²⟩ = 8.767
- LUMO energy (alpha / beta) (eV) = 2.27 / 0.00

***

DFT (ωB97M-V/def2-TZVPD) results for a molecular structure, C16H33BeF3N3O5S3.

Geometry as XYZ:
```
64
Properties=species:S:1:pos:R:3:forces:R:3
Be 4.01503 0.23414 0.81054 -4.9 0.3 0.4
C 1.03152 -1.18963 -0.61015 1.2 2.6 1.0
O 0.69856 0.11425 -0.04957 -1.1 -1.3 0.3
O 2.41261 -1.25887 -0.46701 0.7 -0.6 0.2
C 0.12533 -2.30592 -0.01328 -1.9 -1.2 0.7
F 0.48077 -2.78686 1.20165 -0.2 0.8 -0.6
F -1.21835 -1.90144 0.03656 1.9 0.7 0.7
F -0.01684 -3.38394 -0.81411 1.3 0.5 0.0
C 0.27230 1.14657 -0.95852 -0.4 -0.9 0.6
C -0.62295 2.16393 -0.20346 0.5 -0.6 -0.7
H -0.07841 2.59089 0.63873 -0.1 0.3 -0.1
H -1.02010 2.89546 -0.90719 0.5 0.4 0.0
H -1.55106 1.71026 0.14425 0.3 -0.5 0.2
H -0.32924 0.67165 -1.73356 0.0 0.2 -0.2
H 1.22429 1.48884 -1.36432 -0.3 0.9 -0.3
H 0.72723 -1.26337 -1.65422 0.3 0.3 -0.5
C 2.23940 5.13617 1.00343 2.1 -0.4 0.1
S 2.34741 3.46967 1.82950 0.2 -1.0 -1.0
O 3.16448 2.53524 0.88123 0.2 0.0 0.2
C 3.39900 3.81272 3.22201 -0.1 0.5 1.4
H 1.88200 5.90782 1.68528 -0.6 -0.4 0.0
H 1.83118 5.13508 -0.00725 -0.7 -0.5 0.5
H 3.27484 5.42038 0.81584 0.3 -0.1 0.1
H 3.19386 3.15062 4.06322 -0.3 -0.8 -0.5
H 3.03830 4.72902 3.68932 0.3 0.5 -0.4
H 4.48305 3.79614 3.10943 -0.2 0.3 -0.7
C 1.10519 -1.51334 4.36892 0.4 -0.8 -1.0
S 1.39132 0.19080 3.66777 -0.9 -0.4 1.7
O 2.50050 0.17790 2.64246 0.6 -0.4 -1.0
C -0.29250 0.33877 2.92745 0.6 0.0 -0.7
H 1.43616 -2.25455 3.64150 -0.1 0.3 -0.7
H 0.04576 -1.71980 4.52085 0.0 0.5 0.1
H 1.68011 -1.86960 5.22369 0.1 1.2 0.4
H -0.38325 -0.41242 2.14287 -0.2 0.1 0.1
H -0.40746 1.33227 2.49406 0.4 -0.1 -0.1
H -1.09388 0.26375 3.66246 0.5 -0.3 0.4
C 1.59729 -4.66123 -3.04745 1.7 0.4 1.1
S 1.37954 -6.44486 -2.82849 0.3 -2.0 1.2
O 2.71808 -7.10630 -2.51701 -1.0 1.5 -0.7
C 0.54103 -6.47353 -1.16340 0.1 1.1 -2.2
H 2.44436 -4.59757 -3.73046 -0.2 0.0 -0.4
H 2.03696 -4.33943 -2.10339 0.0 0.2 0.2
H 0.82215 -3.93361 -3.28793 -0.5 -0.8 -0.3
H 1.14000 -5.85877 -0.49154 0.0 -0.5 0.2
H 0.36119 -7.52258 -0.92835 0.1 0.3 0.2
H -0.35388 -5.92252 -1.45262 -0.5 -0.2 0.7
C -3.81669 4.61832 0.45130 -0.4 0.4 -1.0
C -5.14269 5.00105 1.00922 0.6 -0.2 0.3
N -6.17961 5.26208 1.44063 0.7 -0.1 -0.3
H -2.97771 5.28113 0.66321 -0.3 0.1 0.8
H -3.88303 4.74262 -0.62955 -0.3 -0.2 -0.2
H -3.52981 3.57697 0.59758 -0.3 0.1 0.4
C -0.68981 1.37722 -4.48025 0.0 0.3 0.7
C -1.86676 1.44940 -3.59685 4.0 -0.4 -4.2
N -2.71948 1.44689 -2.88585 -4.0 0.1 3.5
H -0.10756 0.52087 -4.14004 0.2 0.1 -0.1
H -0.15826 2.30905 -4.28727 0.4 -0.2 -0.2
H -0.85295 1.27641 -5.55325 -0.5 0.1 0.3
C -3.80911 -2.34319 -0.94809 0.4 -0.4 0.1
C -3.33783 -3.67421 -1.48985 -0.3 0.7 0.1
N -2.88585 -4.64927 -1.91623 -0.4 0.9 0.5
H -3.54307 -2.26159 0.10580 0.1 -0.3 -0.1
H -4.87229 -2.10488 -0.97882 -0.1 -0.7 -0.5
H -3.30037 -1.52105 -1.45144 0.1 -0.2 -0.2
```
Forces are in eV/Å.

Output
- E_HOMO (eV) = -9.94
- E (a.u.) = -2678.2227
- maximum force (eV Å⁻¹) = 5.82
- total charge = +1
- LUMO energy (eV) = -7.47

***

DFT (ωB97M-V/def2-TZVPD) results for a single C4H8N4 molecule.

Geometry as XYZ:
```
16
Properties=species:S:1:pos:R:3:forces:R:3
N 0.76634 1.49652 0.02213 0.4 -0.1 0.1
C 1.12447 0.18015 0.03317 -0.2 -0.1 -0.1
C -0.02039 -0.57980 0.03278 0.3 0.2 0.1
C -1.11866 0.32246 0.02896 0.3 0.4 0.0
N 2.47043 -0.22253 0.09174 0.0 0.0 0.1
N -0.11374 -1.99288 -0.02305 0.0 0.0 -0.1
N -2.46799 -0.06655 0.08827 -0.1 -0.2 0.0
C -0.60611 1.59224 0.03229 -0.5 0.0 0.0
H 1.40336 2.26793 0.11139 -0.1 -0.1 0.0
H 3.08890 0.46471 -0.32179 0.0 -0.2 0.0
H 2.60194 -1.11816 -0.36139 0.1 0.1 -0.1
H -0.96515 -2.29997 0.43369 0.2 -0.1 0.1
H 0.67897 -2.42470 0.43748 -0.2 -0.1 0.1
H -2.65508 -0.86107 -0.51125 -0.1 0.2 -0.1
H -3.08656 0.69989 -0.14212 0.0 -0.2 0.0
H -1.10071 2.54175 0.04771 -0.1 0.2 0.0
```
Forces are in eV/Å.

Output
- E_HOMO (eV) = -6.70
- structure (SMILES) = Nc1c[nH]c(N)c1N
- energy above the lowest of the compared OMol25 structures with the same formula, charge and spin (kJ/mol) = 35.2
- E (a.u.) = -376.2351
- maximum force (eV Å⁻¹) = 0.49
- LUMO energy (eV) = 1.00

***

DFT (ωB97M-V/def2-TZVPD) results for 2 unconnected molecules or ions with the total composition C2H4N4S.

Geometry as XYZ:
```
11
Properties=species:S:1:pos:R:3:forces:R:3
C -1.90854 -0.68940 0.39252 0.6 -0.8 -1.3
C 2.22983 0.78703 -0.04393 -1.0 0.2 1.4
N -2.39725 0.44226 0.01794 -0.9 0.8 0.9
N -0.66457 -0.79748 -0.08397 2.2 -2.5 1.2
N -1.37946 1.10155 -0.53621 0.1 1.0 -0.6
N -0.33192 0.38420 -0.58971 0.5 -0.4 -0.8
S 3.20145 -0.48881 -0.13532 0.1 0.3 -0.4
H -2.36429 -1.51165 0.83049 -1.1 -1.0 0.8
H 1.77775 0.99785 0.97059 0.5 0.1 -1.1
H 1.81266 1.43455 -0.83756 0.9 -0.5 0.3
H 0.02434 -1.66011 0.01516 -1.8 2.9 -0.3
```
Forces are in eV/Å.

Output
- E_HOMO (eV) = -8.84
- structure (SMILES) = c1nnn[nH]1.C=S
- energy above the lowest of the compared OMol25 structures with the same formula, charge and spin (kJ/mol) = 299.6
- E (a.u.) = -695.7178
- maximum force (eV Å⁻¹) = 3.56
- LUMO energy (eV) = -0.31

***

DFT (ωB97M-V/def2-TZVPD) results for a molecular structure, C27H51N2O2P3W.

Geometry as XYZ:
```
86
Properties=species:S:1:pos:R:3:forces:R:3
W 0.00816 -0.00729 0.10062 2.7 -0.3 2.4
P -0.42029 2.13986 -0.64270 -1.3 4.4 -1.2
P -1.77984 -1.05425 -0.92351 -3.3 -2.2 -2.4
P 2.49198 -0.49569 0.39930 2.2 -1.0 0.0
H -0.97827 -3.23075 -4.20777 0.5 0.0 -0.1
C 0.02659 -2.82047 -4.04477 0.4 -0.4 0.0
C 0.98145 -3.50146 -3.39493 -0.3 0.3 -0.1
H 0.85040 -4.53407 -3.04930 -0.1 0.5 0.0
C -0.77472 2.53830 -2.38112 0.2 -0.6 -0.6
C -1.83254 2.81644 0.28371 -0.3 -0.5 0.5
C 0.93178 3.30656 -0.28228 0.7 -0.4 0.6
C -1.53397 -2.85975 -0.91646 0.1 -0.1 0.4
C -3.45244 -0.77159 -0.18901 0.4 0.5 0.7
C -2.18964 -0.71167 -2.66515 0.6 0.3 -0.2
C 2.57728 -2.29164 0.10060 -0.4 0.0 0.0
C 3.22835 -0.20480 2.06150 -0.9 0.3 0.5
C 3.83520 0.27003 -0.56076 -0.6 0.6 -0.9
H 0.24652 -1.85878 -4.52431 -0.1 -0.2 0.3
H 1.96059 -3.04614 -3.22331 -0.2 -0.3 -0.3
H -1.12692 3.57891 -2.43624 0.0 -0.3 0.3
H -1.52804 1.87319 -2.81175 0.2 0.3 0.0
H 0.16438 2.43492 -2.94300 -0.4 0.0 0.2
H -2.11856 3.77193 -0.17927 0.1 -0.3 -0.1
H -1.54782 3.02111 1.32838 0.0 0.0 -0.3
H -2.68410 2.12728 0.25481 0.0 0.2 0.0
H 0.79467 4.20329 -0.90328 -0.2 -0.3 0.1
H 1.89044 2.84983 -0.55398 -0.1 0.2 0.0
H 0.91022 3.59283 0.77706 0.0 0.0 -0.2
H -2.52512 -3.32613 -1.03602 0.3 0.1 0.0
H -1.10707 -3.18156 0.04176 -0.1 -0.1 -0.2
H -0.87032 -3.14346 -1.74759 -0.2 0.1 0.3
H -4.10850 -1.61830 -0.44204 0.3 0.2 -0.1
H -3.88133 0.15924 -0.58593 0.1 -0.3 0.1
H -3.38601 -0.68860 0.90309 -0.2 -0.1 -0.2
H -2.94449 -1.45133 -2.97497 0.2 0.1 0.2
H -1.29781 -0.82312 -3.29292 -0.3 0.1 0.0
H -2.61541 0.29449 -2.76588 0.0 -0.4 0.0
H 3.63226 -2.60583 0.12197 -0.3 0.1 0.0
H 2.13260 -2.54126 -0.87410 0.2 0.0 0.2
H 2.01721 -2.81733 0.88533 0.2 0.0 -0.1
H 3.92103 -1.02230 2.30079 -0.2 0.1 -0.2
H 2.45569 -0.13159 2.83165 0.5 -0.2 0.1
H 3.77783 0.74574 2.03276 -0.1 -0.3 0.0
H 4.64122 -0.45745 -0.72194 -0.2 0.1 0.2
H 4.21909 1.15100 -0.03174 -0.1 -0.3 -0.1
H 3.39682 0.60483 -1.51346 0.6 -0.1 0.5
C 2.26426 0.62826 -3.69894 -0.3 0.0 0.4
C 1.75086 1.16277 -4.93638 0.0 -0.3 -0.5
C 2.00204 0.51955 -6.13341 -0.6 0.9 0.2
C 2.79007 -0.63993 -6.18581 0.1 -0.1 -0.4
C 3.36662 -1.13782 -5.00976 0.4 -0.2 1.2
C 3.13188 -0.52227 -3.79477 0.1 -0.5 -0.5
O 1.91890 1.12643 -2.56279 -0.4 -0.6 -0.7
H -1.16647 -0.87267 0.92263 -0.1 0.0 -0.6
H 1.14384 2.06243 -4.88517 0.1 -0.1 -0.2
H 1.57649 0.92372 -7.05288 0.1 -0.1 0.2
H 2.96796 -1.15507 -7.13678 -0.1 0.3 0.4
H 4.00532 -2.02468 -5.04413 -0.2 0.3 -0.1
H 3.56351 -0.92164 -2.87915 0.0 0.0 -0.3
C 0.85610 5.53378 5.01429 0.4 0.0 -0.3
C -0.41507 4.80796 5.38452 -0.6 0.1 0.1
N -0.37051 3.33958 5.16869 0.6 -0.8 -1.8
C 0.50525 2.62296 6.12179 0.1 0.0 0.3
C 0.12162 2.89982 7.56504 0.1 -0.2 0.2
C -0.43119 2.92155 3.85007 0.2 2.4 1.8
O -0.51461 3.74640 2.92677 -0.1 -1.6 -0.1
C -0.44955 1.43925 3.56978 0.4 0.7 -0.9
C -1.08452 0.52983 4.41271 -0.3 -0.6 -0.1
C -0.93752 -0.84228 4.18680 0.3 0.2 0.3
C -0.18434 -1.27516 3.10376 -0.6 0.3 -1.1
N 0.22105 -0.39174 2.15662 0.8 1.5 1.1
C 0.19992 0.99902 2.39511 -0.3 -1.8 2.0
H 1.73004 5.10811 5.51833 -0.1 0.1 -0.1
H 0.78187 6.58541 5.30416 0.0 -0.2 0.0
H 1.00199 5.49106 3.93028 0.1 0.1 0.2
H -0.63474 4.93253 6.44753 -0.1 0.1 -0.3
H -1.24597 5.20699 4.79306 0.1 -0.2 0.3
H 0.45209 1.54520 5.92949 0.1 0.2 0.0
H 1.55215 2.93228 5.94614 -0.4 -0.2 0.0
H -0.95855 2.80636 7.71024 0.1 0.0 0.0
H 0.61382 2.16335 8.20624 0.0 0.2 0.0
H 0.44494 3.89128 7.89169 -0.1 -0.2 0.0
H -1.64735 0.89852 5.27042 0.1 -0.1 -0.2
H -1.38172 -1.58752 4.84560 0.2 0.2 0.0
H 0.01977 -2.33110 2.90856 -0.3 0.3 -0.1
H 1.05558 1.59369 2.03070 -0.7 0.0 -0.5
```
Forces are in eV/Å.

Output
- E_HOMO (alpha / beta) (eV) = -18.87 / -18.90
- multiplicity = 3
- E (a.u.) = -2408.8376
- maximum force (eV Å⁻¹) = 4.77
- total charge = +4
- ⟨S²⟩ = 2.046
- LUMO energy (alpha / beta) (eV) = -15.11 / -14.81

***

DFT (ωB97M-V/def2-TZVPD) results for a molecular structure, C19H20AuF3N2OS2.

Geometry as XYZ:
```
48
Properties=species:S:1:pos:R:3:forces:R:3
Au 1.66320 0.22370 -0.68267 -0.3 -0.5 0.0
C 0.38917 3.83985 -1.53308 -0.1 0.0 0.0
C 1.41610 3.22258 -2.41548 -0.1 0.0 -0.2
N 1.90899 2.02347 -2.23285 -0.3 0.0 -0.1
C 2.85746 1.70354 -3.17302 0.3 -0.1 -0.1
C 3.06213 2.65408 -4.12282 -0.1 0.0 0.3
S 2.06051 4.00290 -3.79809 0.0 -0.1 0.1
C 3.57213 0.44154 -2.96679 0.1 0.0 -0.2
C 4.56446 -0.09908 -3.71528 -0.1 -0.1 0.2
S 5.07520 -1.58769 -3.04586 -0.1 0.1 0.1
C 3.96209 -1.45356 -1.77862 0.0 0.0 0.0
N 3.24663 -0.34104 -1.85916 0.3 0.4 -0.1
C 3.81000 -2.49747 -0.72878 0.0 -0.1 -0.1
H 0.11587 3.13823 -0.74586 0.0 0.0 0.0
H -0.50669 4.09865 -2.09781 0.0 0.0 0.0
H 0.76949 4.75123 -1.07193 0.0 0.0 0.0
H 3.74782 2.65281 -4.95334 0.0 0.0 0.0
H 5.00436 0.28587 -4.61972 0.0 0.0 0.0
H 4.43322 -3.36086 -0.95096 0.0 0.0 0.0
H 2.77223 -2.83130 -0.68272 0.0 0.0 0.0
H 4.10591 -2.11340 0.24333 0.0 -0.1 0.0
F 2.71626 1.69703 1.28431 -0.1 -0.1 -0.1
C 2.71973 0.39946 1.06187 0.4 -0.2 0.5
F 3.95502 -0.03140 0.91700 -0.2 0.2 0.0
F 2.14647 -0.22963 2.06895 0.0 0.0 -0.2
C -6.01609 -1.33936 2.74948 0.0 0.0 0.0
C -4.61356 -1.13865 2.28650 0.0 0.0 0.0
C -4.34440 -0.45861 1.09505 0.1 0.0 0.0
C -3.05829 -0.24214 0.65627 0.0 -0.1 0.1
C -2.84279 0.48787 -0.63069 0.0 0.1 -0.1
C -1.97470 -0.72897 1.45885 0.0 0.0 0.1
C -0.62897 -0.52199 1.13827 -0.1 -0.1 0.0
O -0.21806 0.09151 0.09739 0.4 0.6 -0.1
C -2.24153 -1.43904 2.67973 -0.2 0.0 -0.1
C -1.15196 -1.98505 3.55411 0.1 0.0 0.1
C -3.55046 -1.62453 3.05689 0.1 0.0 -0.1
H -6.74122 -1.09495 1.97756 0.0 0.0 0.0
H -6.20695 -0.70003 3.61516 0.0 0.0 0.0
H -6.16921 -2.36899 3.07382 0.0 0.0 0.0
H -5.17499 -0.09762 0.50269 0.0 0.0 0.0
H -3.79961 0.74692 -1.07758 0.0 0.0 0.0
H -2.28326 -0.12019 -1.34259 0.0 0.0 0.0
H -2.27691 1.40645 -0.46807 0.0 0.0 0.0
H 0.12668 -0.90483 1.81956 -0.1 0.0 0.0
H -0.52422 -1.18988 3.96110 0.0 0.0 0.0
H -0.51442 -2.69615 3.02635 0.0 0.0 0.0
H -1.58979 -2.51191 4.39816 0.0 0.0 0.0
H -3.77303 -2.15933 3.97134 0.0 0.0 0.0
```
Forces are in eV/Å.

Output
- E_HOMO (eV) = -14.70
- E (a.u.) = -2151.8425
- maximum force (eV Å⁻¹) = 0.72
- total charge = +2
- LUMO energy (eV) = -8.64

***

> Which value of E does entry 2 give?

-2678.2227 a.u.

***

> Among the records above, which one has the highest E?

C4H8N4

***

> maximum force of number 2 (C16H33BeF3N3O5S3)?

5.82 eV Å⁻¹

***

> Which formula does entry 2 have?

C16H33BeF3N3O5S3